Record 1
The following is a quantum chemistry calculation of the ion C6H15INO5 with charge +1 in a non-equilibrium geometry, from OMol25.

Calculated values
E (eV): -26283.9850
Molecular weight (u): 308.09
Total charge: +1
Lowest unoccupied orbital energy (eV): -3.7
Max |F| (Eh/bohr): 0.0680
Relative energy (zero: lowest compared OMol25 entry of this formula, charge and spin) (kcal/mol): 0.0

The geometry in XYZ format:
```
28
Properties=species:S:1:pos:R:3:forces:R:3:nbo_charge:R:1
I -0.4876 -1.6434 -3.0612 0.30 0.05 0.62 -0.04
O -1.3512 -1.5168 2.1478 0.10 0.56 -1.50 -0.71
O 2.0544 -0.1458 1.6723 1.29 -0.33 0.01 -0.80
O 0.4656 0.2235 -0.4927 -0.41 1.12 -0.62 -0.76
O -2.2227 -2.2096 -0.6669 -0.37 1.56 0.05 -0.64
O -1.0742 0.9272 3.4581 -0.29 2.43 1.80 -0.73
N 0.7619 1.0157 -4.5324 0.16 0.59 1.53 -0.69
C -0.2456 0.7670 2.3477 0.68 -1.34 -1.81 0.07
C 1.0525 0.0474 2.7354 1.25 -1.49 -0.27 -0.08
C -1.4001 -1.1706 -0.8081 -0.13 0.94 -1.42 0.26
C -0.2902 -0.7507 0.1761 2.64 -2.30 -0.01 -0.02
C 1.2583 0.3149 -3.5397 0.62 -0.12 0.89 -0.01
C -1.0074 -0.3121 1.4472 -0.28 0.73 0.56 0.06
H -1.8259 -3.0595 -0.4735 0.61 -0.13 0.46 0.51
H -1.8858 -0.1941 -1.2211 0.33 -2.08 1.03 0.23
H -1.0997 1.8649 3.9144 0.50 -2.79 -1.75 0.51
H -1.9259 0.1389 1.1160 -0.74 0.47 0.19 0.18
H 0.1670 1.7551 -4.2755 -0.98 0.95 0.28 0.40
H 1.1712 0.6291 -2.4259 -0.23 -0.31 -2.34 0.28
H 0.5120 -1.5445 0.4822 -2.06 0.67 -0.59 0.23
H -1.1073 -1.4532 3.0563 0.07 0.24 1.13 0.49
H 1.3800 0.2378 -0.1709 -0.31 -0.24 0.67 0.52
H 1.5818 0.5778 3.4631 0.35 0.85 1.62 0.19
H 2.1058 -0.3275 -3.7736 -0.42 -0.18 0.07 0.23
H 0.8139 0.9130 -5.5172 0.67 -0.83 -0.68 0.43
H 2.9683 -0.4972 1.9974 -2.84 1.03 -0.33 0.51
H 0.8145 -0.9739 3.0840 0.00 0.59 0.25 0.17
H 0.0085 1.7053 1.8044 -0.51 -0.65 0.15 0.20
```
Positions in Å, forces in eV/Å.

=====

Record 2
The following is a quantum chemistry calculation of a cluster of 2 separate species, C6H15IO2Si in total in a non-equilibrium geometry, from OMol25.

Calculated values
E (eV): -26532.6068
Molecular weight (u): 274.17
Total charge: 0
Lowest unoccupied orbital energy (alpha / beta) (eV): -3.0 / -3.1
Max |F| (Eh/bohr): 0.0970
Relative energy (zero: lowest compared OMol25 entry of this formula, charge and spin) (kcal/mol): 158.7

The geometry in XYZ format:
```
25
Properties=species:S:1:pos:R:3:forces:R:3:nbo_charge:R:1
I -5.1432 -0.3897 -0.3427 -0.81 0.46 -1.11 0.62
Si -0.5831 -0.7009 0.1278 3.58 -1.61 -0.45 1.86
O -1.9155 0.0520 0.3079 -3.64 1.46 0.20 -0.86
O -3.7833 -0.7465 0.8391 2.57 -0.23 0.94 -0.66
C 0.2029 1.9632 0.8915 1.68 2.54 0.92 -0.65
C 0.7459 1.0117 -0.1113 -2.47 -1.11 0.37 -0.11
C 0.3966 1.4972 -1.5356 2.72 -0.16 2.67 -0.63
C 2.0823 0.3504 0.2086 -1.77 3.67 2.53 -0.64
C 0.2185 -1.6463 1.5029 -3.26 -0.43 1.52 -1.17
C -0.3366 -1.8486 -1.3669 -3.89 1.26 1.19 -1.13
H -0.1033 -1.2359 -2.1750 0.13 0.82 -1.80 0.22
H -0.5176 1.9718 -1.5661 -1.78 1.47 0.28 0.22
H 1.1667 -1.9479 1.2225 1.74 -1.09 -0.69 0.23
H 1.2342 2.1276 -1.7878 0.12 0.34 -0.97 0.21
H -0.1055 1.5687 1.8130 -0.61 -1.08 1.21 0.22
H -1.3299 -2.3611 -1.5337 0.84 0.67 -0.09 0.25
H -0.6010 2.5132 0.4807 -1.17 0.23 -0.35 0.22
H 2.2347 -0.3994 -0.4098 1.48 -3.23 -3.51 0.21
H 2.0954 -0.1274 1.1793 -0.17 0.43 0.46 0.22
H 0.8494 2.8300 1.2926 0.13 -1.19 -1.02 0.20
H -0.4985 -2.5191 1.6706 1.15 0.68 -0.27 0.25
H 0.2517 0.6606 -2.1005 0.43 -1.92 -2.29 0.21
H 2.7995 1.1630 0.2360 0.69 -0.12 -0.37 0.22
H 0.3403 -2.5990 -1.3278 2.40 -2.22 0.60 0.23
H 0.2995 -1.1876 2.4849 -0.09 0.37 0.03 0.24
```
Positions in Å, forces in eV/Å.

=====

Record 3
The following is a quantum chemistry calculation of a structure of composition C6H15KO4P in a non-equilibrium geometry, from OMol25.

Calculated values
E (eV): -40265.6810
Molecular weight (u): 221.25
Total charge: +1
Lowest unoccupied orbital energy (eV): -3.9
Max |F| (Eh/bohr): 0.1097
Relative energy (zero: lowest compared OMol25 entry of this formula, charge and spin) (kcal/mol): 4.2

The geometry in XYZ format:
```
27
Properties=species:S:1:pos:R:3:forces:R:3:nbo_charge:R:1
K -2.5922 0.1449 3.3721 0.22 -0.02 -0.50 1.00
P -0.2901 0.2025 -0.2271 2.61 -1.23 0.05 2.57
O -0.2923 -0.8501 -1.4635 0.56 5.61 -0.13 -0.79
O -1.3099 0.0232 0.8702 0.35 0.48 -1.48 -1.19
O 1.2245 -0.1122 0.3437 -2.21 0.59 0.71 -0.80
O -0.0624 1.6539 -0.8926 2.09 -4.33 1.74 -0.77
C -1.0966 2.2804 -1.5430 -1.65 1.36 0.52 -0.07
C 1.3223 -0.7021 1.6750 -0.06 -0.26 0.41 -0.05
C 0.1467 -3.0613 -1.2369 0.18 -0.88 -0.71 -0.64
C 2.6021 -0.2690 2.3156 0.38 -0.52 -0.34 -0.63
C -0.9208 -2.0419 -1.5681 -0.68 -2.04 2.90 -0.05
C -1.1193 3.5879 -0.8028 -1.15 2.72 0.05 -0.65
H -2.0242 4.1947 -0.8335 -0.51 -0.24 -1.04 0.22
H 2.6273 -0.6208 3.3470 0.03 -0.05 0.02 0.22
H 3.3906 -0.7797 1.7629 0.48 0.59 0.18 0.22
H 1.2497 -1.7875 1.6066 0.28 -0.11 -0.40 0.18
H 0.5546 -0.4818 2.4167 -0.75 0.74 -0.73 0.15
H -0.3857 -3.9723 -0.9633 0.62 -0.48 -0.42 0.22
H 2.6781 0.8183 2.3221 0.26 -0.11 -0.18 0.22
H -0.3637 4.3019 -1.1303 0.32 -0.35 -0.09 0.23
H -0.8783 2.3467 -2.6088 -0.17 0.12 0.08 0.21
H 0.8848 -2.8341 -0.4677 -0.86 0.63 0.76 0.22
H -2.0166 1.7283 -1.3507 -0.31 0.06 -0.44 0.17
H -1.0770 3.5910 0.2864 0.65 -1.14 0.08 0.22
H -1.6105 -2.0139 -0.7245 -0.72 -0.71 -0.09 0.16
H 0.8758 -3.1131 -2.0455 -0.51 -0.78 -0.62 0.23
H -1.5171 -2.2338 -2.4601 0.56 0.36 -0.33 0.20
```
Positions in Å, forces in eV/Å.

=====

Record 4
The following is a quantum chemistry calculation of the ion C6H15N with charge -1 in a non-equilibrium geometry, from OMol25.

Calculated values
E (eV): -7952.1339
Molecular weight (u): 101.19
Total charge: -1
Multiplicity: 2
Lowest unoccupied orbital energy (alpha / beta) (eV): 3.7 / 3.6
Max |F| (Eh/bohr): 0.0567
Relative energy (zero: lowest compared OMol25 entry of this formula, charge and spin) (kcal/mol): 39.4
⟨S²⟩: 0.750

The geometry in XYZ format:
```
22
Properties=species:S:1:pos:R:3:forces:R:3:nbo_charge:R:1
N 0.9770 0.1411 1.8455 -0.27 -0.11 -1.01 -0.71
C -0.2652 0.8295 1.2939 2.77 -0.59 -0.58 -0.38
C -1.0940 -1.3462 -1.0315 -1.47 -0.47 0.48 -0.42
C -1.8940 -1.0966 -2.4006 1.95 -0.11 0.23 -0.64
C -0.0517 1.0096 -0.2416 -1.64 -2.38 -0.41 -0.46
C 2.2971 0.8645 2.0189 -1.40 2.28 1.02 -0.94
C 0.1617 -0.4431 -0.7986 -0.02 0.22 -2.08 -0.45
H -1.1635 -1.4104 -3.1950 -0.66 0.72 0.32 0.19
H -2.1687 -0.0238 -2.5016 0.23 -0.70 -0.06 0.20
H 0.8346 1.5466 -0.5516 0.25 0.47 0.68 0.21
H 0.9101 -0.9172 -0.1403 -0.66 0.08 -0.13 0.24
H -1.2000 0.2924 1.5995 0.99 0.23 -0.47 0.19
H -0.9382 1.5391 -0.6887 0.65 -0.53 0.25 0.18
H -2.7746 -1.7250 -2.5931 0.10 0.14 0.62 0.20
H -1.8906 -1.2163 -0.1978 1.51 -0.33 -0.99 0.19
H -0.7373 -2.4335 -1.0307 -0.65 1.32 0.10 0.19
H 2.6829 1.4903 1.1409 -0.77 -1.45 0.43 0.17
H -0.3007 1.8251 1.6270 -0.33 1.43 1.21 0.17
H 1.9873 1.7304 2.7066 1.11 -0.85 -0.28 0.15
H 0.7192 -0.5831 2.5001 0.62 0.39 0.19 0.36
H 0.6878 -0.4121 -1.8118 -0.58 0.15 1.00 0.18
H 3.2208 0.3387 2.4504 -1.74 0.10 -0.53 0.18
```
Positions in Å, forces in eV/Å.

=====

Record 5
The following is a quantum chemistry calculation of an isolated molecule of C6H15N in a non-equilibrium geometry, from OMol25.

Calculated values
SMILES: CCCNC(C)C
E (eV): -7953.0308
Molecular weight (u): 101.19
Total charge: 0
Lowest unoccupied orbital energy (eV): 1.1
Max |F| (Eh/bohr): 0.1043
Relative energy (zero: lowest compared OMol25 entry of this formula, charge and spin) (kcal/mol): 63.1

The geometry in XYZ format:
```
22
Properties=species:S:1:pos:R:3:forces:R:3:nbo_charge:R:1
N 0.9157 0.8243 -0.4343 -1.88 -2.04 -3.13 -0.63
C -0.2964 1.1453 0.2324 -2.81 1.19 1.16 -0.21
C 0.5996 -0.3922 -1.3371 0.04 2.61 -0.27 -0.02
C -0.6155 0.4530 1.5805 2.16 -0.34 0.24 -0.41
C 1.7395 -0.5615 -2.3256 -2.15 4.65 -1.58 -0.61
C -1.6793 1.0043 2.4932 -1.17 -3.00 -0.80 -0.64
C 0.2687 -1.6768 -0.6628 -1.58 -0.12 -0.02 -0.66
H 1.4474 -1.2974 -2.9913 -0.27 -1.71 -1.48 0.20
H -0.8350 -1.6850 -0.7829 0.54 -1.02 0.62 0.21
H -1.7338 1.9109 2.9147 1.93 3.69 1.95 0.21
H 0.7206 -2.4267 -1.2973 -0.11 -0.81 0.52 0.22
H -0.3958 2.2305 0.3867 0.33 -0.03 0.08 0.18
H -1.2443 0.9262 -0.4212 1.90 0.31 0.75 0.18
H -0.8967 -0.5617 1.3263 -0.26 -0.24 0.18 0.20
H 2.7219 -0.7313 -1.9857 1.05 -0.07 0.82 0.21
H -1.8064 0.2432 3.2412 0.02 -0.09 0.87 0.21
H 0.5030 -1.7129 0.3916 0.42 -0.40 0.04 0.22
H -0.4260 -0.1441 -1.8710 2.59 0.20 0.40 0.18
H 0.3688 0.2759 2.1994 -1.60 0.68 -1.04 0.19
H 1.6506 0.4666 -2.9578 0.92 -2.33 1.29 0.21
H -2.7005 1.1446 2.1856 -0.75 -1.02 -1.76 0.21
H 1.6941 0.5647 0.1153 0.66 -0.11 1.16 0.36
```
Positions in Å, forces in eV/Å.

=====

Record 6
The following is a quantum chemistry calculation of an isolated molecule of C6H15N in a non-equilibrium geometry, from OMol25.

Calculated values
SMILES: CC(C)C[C@H](C)N
E (eV): -7954.3185
Molecular weight (u): 101.19
Total charge: 0
Lowest unoccupied orbital energy (eV): 1.1
Max |F| (Eh/bohr): 0.0516
Relative energy (zero: lowest compared OMol25 entry of this formula, charge and spin) (kcal/mol): 33.4

The geometry in XYZ format:
```
22
Properties=species:S:1:pos:R:3:forces:R:3:nbo_charge:R:1
N 1.3199 1.9555 -0.7495 0.12 -0.88 0.10 -0.86
C -0.4104 0.2804 -0.3682 -1.99 0.73 0.60 -0.39
C -0.5388 -1.1830 0.1061 -0.21 -0.16 -2.01 -0.24
C -1.9861 -1.6258 0.0538 -1.15 -0.29 1.33 -0.60
C 0.2862 -1.9904 -0.9338 0.02 -0.63 -1.01 -0.63
C 0.8132 0.9801 0.2266 -0.29 -0.02 -0.89 -0.06
C 0.5005 1.5883 1.6027 1.96 -1.18 1.35 -0.64
H -0.2211 -2.6006 -1.7246 -0.61 0.02 1.34 0.21
H 2.3084 1.8357 -0.8943 0.07 0.61 0.02 0.37
H -1.2920 0.9256 -0.1261 0.23 -0.59 0.56 0.19
H -0.5693 0.2944 -1.4642 1.14 -0.09 0.35 0.22
H 0.8487 -1.4292 -1.6818 0.54 0.78 0.78 0.21
H -0.1014 -1.3836 1.0924 -0.18 0.37 -0.11 0.20
H 1.0100 2.8975 -0.5708 0.41 0.04 0.10 0.36
H 1.1989 1.1245 2.3654 -0.88 -0.09 -0.62 0.21
H 0.9514 -2.6210 -0.3821 0.62 -0.69 -0.10 0.21
H -2.2109 -2.6886 0.2241 0.74 -0.10 -0.50 0.21
H -2.5430 -1.2283 0.9209 0.07 0.56 -0.47 0.20
H -2.4805 -1.3283 -0.8746 0.09 0.06 0.10 0.21
H 1.5157 0.1566 0.4127 0.46 0.51 -0.49 0.18
H 0.8890 2.6001 1.7457 -1.02 0.36 -0.54 0.22
H -0.5055 1.3379 1.9253 -0.14 0.68 0.12 0.22
```
Positions in Å, forces in eV/Å.